Record 1
Here is the molecule C5H8F2O6 from OMol25. Energies are from ωB97M-V with the def2-TZVPD basis set.

As for the HOMO energy: -9.075 eV.

Structure (ORCA input):
```
! RIJCOSX wB97M-V def2-TZVPD def2/J DEFGRID3
* xyz 0 1
F -1.886 -1.108 0.953
F -0.643 0.967 2.341
O 2.168 0.697 -0.064
O 0.048 -1.519 -0.192
O -0.224 -2.329 1.858
O -1.193 0.977 -2.584
O 1.233 -0.248 2.284
O 0.349 2.028 -0.645
C 0.083 0.015 1.634
C 0.773 0.781 -0.270
C 0.100 -0.338 -1.047
C -1.327 0.081 -1.509
C -0.457 -1.293 1.050
H -1.935 -0.836 -2.031
H -0.444 1.586 -2.338
H -1.848 0.426 -0.583
H 0.609 2.601 0.067
H 0.656 -0.614 -1.889
H 1.945 -0.204 1.671
H -0.580 -3.191 1.371
H 2.575 1.520 -0.078
*
```

***

Record 2
Here is a cluster of 2 separate species, C5H8FI in total from OMol25. Energies are from ωB97M-V with the def2-TZVPD basis set.

As for the HOMO energy (alpha / beta): -8.611 / -8.715 eV.

Structure (ORCA input):
```
! RIJCOSX wB97M-V def2-TZVPD def2/J DEFGRID3
* xyz 0 1
I 0.250 1.736 1.737
F 1.871 0.225 -0.945
C -0.316 1.013 -0.164
C -0.340 -2.516 1.503
C 0.738 -1.840 1.133
C 0.580 -0.081 -0.648
C -0.427 2.058 -1.287
H -1.256 0.510 -0.051
H 1.663 -1.755 1.696
H -1.275 -2.645 0.916
H 0.188 -0.707 -1.439
H -1.278 2.853 -1.178
H 0.425 2.854 -1.413
H -0.224 -3.216 2.296
H -0.598 1.511 -2.157
*
```

***

Record 3
Here is a structure of composition C5H8FInO4 from OMol25. Energies are from ωB97M-V with the def2-TZVPD basis set.

As for the HOMO energy (alpha / beta): -14.663 / -15.029 eV. As for the expectation value of S²: 0.753.

Structure (ORCA input):
```
! RIJCOSX wB97M-V def2-TZVPD def2/J DEFGRID3
* xyz 1 2
In 0.716 -1.479 2.205
F -1.889 0.361 2.962
O -0.819 -0.730 1.260
O 0.818 0.741 -0.790
O 0.348 1.442 1.264
O 1.786 -0.240 1.000
C 0.419 -1.355 -2.002
C 0.901 0.485 0.502
C 1.370 -0.212 -1.720
C -1.673 0.257 1.553
C -1.064 1.585 1.098
H 1.560 0.378 -2.623
H -1.395 2.434 1.703
H 0.849 -1.980 -2.797
H -0.554 -0.979 -2.344
H 0.282 -1.988 -1.116
H -1.298 1.747 0.037
H -2.681 0.109 1.128
H 2.324 -0.575 -1.320
*
```

***

Record 4
Here is a cluster of 2 separate species, C5H8FN in total from OMol25. Energies are from ωB97M-V with the def2-TZVPD basis set.

As for the HOMO energy (alpha / beta): -10.323 / -9.992 eV.

Structure (ORCA input):
```
! RIJCOSX wB97M-V def2-TZVPD def2/J DEFGRID3
* xyz 0 1
F -4.876 -0.456 -0.159
N -4.374 0.830 0.056
C -2.038 0.333 0.256
C 2.755 -0.016 0.088
C 1.310 0.411 -0.124
C -1.034 -0.281 0.136
C 0.382 -0.700 0.223
H -4.149 1.040 -0.843
H 1.009 0.586 -1.104
H 0.310 -1.620 -0.529
H 0.456 -1.002 1.175
H 2.741 -0.976 -0.552
H 2.856 -0.196 1.057
H 1.136 1.247 0.528
H 3.515 0.801 -0.208
*
```

***

Record 5
Here is the molecule C5H8FNO from OMol25. Energies are from ωB97M-V with the def2-TZVPD basis set.

The SMILES is O/N=C1\CCC[C@@H]1F. As for the HOMO energy: -10.084 eV.

Structure (ORCA input):
```
! RIJCOSX wB97M-V def2-TZVPD def2/J DEFGRID3
* xyz 0 1
F 1.346 -1.473 -0.694
O -2.526 0.157 -0.099
N -1.562 -0.937 0.204
C -0.497 -0.177 0.137
C 1.120 1.376 -0.306
C 0.778 -0.829 0.427
C 1.667 0.402 0.578
C -0.404 1.337 -0.168
H 1.462 1.022 -1.400
H -1.027 1.642 -1.033
H 1.421 0.780 1.541
H -0.955 1.951 0.572
H 0.883 -1.602 1.334
H 1.845 2.260 -0.069
H 2.743 0.294 0.560
H -3.333 -0.442 0.097
*
```

***

Record 6
Here is the molecule C5H8FNO from OMol25. Energies are from ωB97M-V with the def2-TZVPD basis set.

The SMILES is O[C@@H]1[C@@H]2NC[C@H](F)[C@H]12. As for the HOMO energy: -9.200 eV.

Structure (ORCA input):
```
! RIJCOSX wB97M-V def2-TZVPD def2/J DEFGRID3
* xyz 0 1
F 0.982 -1.825 -0.379
O -1.566 -1.245 -0.976
N 0.062 0.927 -0.940
C -0.835 0.821 0.210
C -0.280 -0.332 1.008
C 1.356 0.493 -0.466
C 1.030 -0.745 0.448
C -1.561 -0.463 0.195
H -0.949 -0.781 -1.568
H 0.143 1.878 -1.247
H 1.775 1.268 0.200
H -2.437 -0.533 0.829
H -1.206 1.741 0.654
H 2.035 0.158 -1.242
H 1.843 -0.945 1.183
H -0.391 -0.418 2.089
*
```

***

Record 7
Here is the molecule C5H8FNO from OMol25. Energies are from ωB97M-V with the def2-TZVPD basis set.

The SMILES is O=C[C@]1(F)CCNC1. As for the HOMO energy: -9.916 eV.

Structure (ORCA input):
```
! RIJCOSX wB97M-V def2-TZVPD def2/J DEFGRID3
* xyz 0 1
F -0.705 -1.730 -0.105
O -1.606 1.028 1.801
N 0.629 -0.019 -1.734
C -0.639 -0.411 0.256
C -1.669 -0.058 1.314
C 0.874 -0.279 0.810
C -0.632 0.287 -1.027
C 1.440 0.522 -0.454
H 2.691 0.408 -0.539
H 1.154 1.757 -0.249
H -1.458 -0.065 -1.590
H -2.529 -0.763 1.483
H 0.930 -1.038 -1.753
H 0.858 0.292 1.818
H -0.705 1.372 -0.886
H 1.366 -1.304 0.855
*
```

***

Record 8
Here is the molecule C5H8FNS from OMol25. Energies are from ωB97M-V with the def2-TZVPD basis set.

The SMILES is F[C@H]1CCC/C1=N/S. As for the HOMO energy: -8.866 eV.

Structure (ORCA input):
```
! RIJCOSX wB97M-V def2-TZVPD def2/J DEFGRID3
* xyz 0 1
S 3.378 -0.012 -0.030
F 0.829 1.703 -0.664
N 1.948 -1.024 -0.113
C 0.358 0.832 0.389
C 0.777 -0.590 0.025
C -0.460 -1.429 -0.136
C -1.510 -0.345 -0.479
C -1.163 0.832 0.404
H -1.511 1.792 0.089
H -0.370 -2.198 -0.923
H 2.896 1.227 -0.307
H -2.510 -0.735 -0.409
H -1.443 0.632 1.425
H -0.730 -1.735 0.896
H 0.797 1.103 1.360
H -1.285 -0.053 -1.528
*
```

***

Record 9
Here is the molecule C5H8FNS from OMol25. Energies are from ωB97M-V with the def2-TZVPD basis set.

The SMILES is C[C@@H](F)/C=C\C(N)=S. As for the HOMO energy: -8.271 eV.

Structure (ORCA input):
```
! RIJCOSX wB97M-V def2-TZVPD def2/J DEFGRID3
* xyz 0 1
S -3.382 -0.247 0.117
F 1.613 -0.755 -0.955
N -1.249 -0.881 -0.829
C -0.907 1.423 -0.220
C 1.073 -0.680 1.243
C -1.773 0.182 -0.146
C 0.509 1.309 -0.239
C 1.398 0.100 0.066
H 1.420 -0.375 2.219
H 1.514 -1.737 0.677
H 0.004 -0.908 1.194
H 2.435 0.678 0.011
H -1.942 -1.724 -1.149
H -0.316 -1.048 -1.153
H 1.007 2.336 -0.425
H -1.405 2.328 -0.410
*
```

***

Record 10
Here is a cluster of 2 separate species, C5H8FO7P in total from OMol25. Energies are from ωB97M-V with the def2-TZVPD basis set.

As for the HOMO energy: -1.027 eV.

Structure (ORCA input):
```
! RIJCOSX wB97M-V def2-TZVPD def2/J DEFGRID3
* xyz -2 1
P -1.557 -1.125 1.679
F -0.811 -1.426 -1.422
O 0.570 0.311 0.708
O -1.847 -0.013 2.804
O -2.913 -1.611 1.202
O -0.176 2.135 -1.580
O -0.495 -2.144 2.036
O -1.866 1.694 0.819
O 2.910 -1.028 0.350
C -0.711 0.047 0.481
C 0.254 0.945 -1.544
C -0.861 0.028 -1.014
C 2.216 -0.544 -0.772
C 1.330 0.621 -0.458
H -1.907 0.247 -1.458
H 1.690 -1.577 -1.144
H 2.199 -1.191 1.050
H 0.450 0.487 -2.596
H 3.063 -0.330 -1.467
H -1.934 0.704 2.188
H 1.839 1.410 -0.065
H -1.443 2.359 0.206
*
```